Version one
Entry from the Open Molecules 2025 dataset: a 2-piece molecular cluster, CHClO2PS overall (the ωB97M-V functional and the def2-TZVPD basis).

The geometry in XYZ format:
```
7
Properties=species:S:1:pos:R:3
C -0.05741 0.92390 -0.04531
O -3.14467 -0.14769 -1.62753
O -3.94235 1.57787 -0.01975
P -3.03991 0.47625 -0.31201
S 0.86624 2.02619 0.65296
Cl -3.23370 -0.91550 1.13932
H 0.32585 0.27816 -0.70227
```

Calculated values
Gap between HOMO and LUMO (alpha / beta) ... 0.2311 / 0.2605 hartree
HOMO level (alpha / beta) ... -3.3 / -3.9 eV
Charge ... -1
Spin multiplicity ... 1


Version two
Entry from the Open Molecules 2025 dataset: a 2-piece molecular cluster, CHClO2PS overall (the ωB97M-V functional and the def2-TZVPD basis).

The geometry in XYZ format:
```
7
Properties=species:S:1:pos:R:3
C 1.41497 -0.09130 -0.26759
O -1.88247 -0.63640 1.28721
O 1.68919 0.08003 -1.47048
P -1.43105 0.57951 0.64334
S 2.18767 -0.62988 1.02366
Cl -2.30182 0.62143 -1.20438
H 0.32350 0.07662 -0.01176
```

Calculated values
Gap between HOMO and LUMO ... 0.2675 hartree
HOMO level ... -4.1 eV
Charge ... -1
Spin multiplicity ... 1


Ordering by calculated energy gives the sequence version two, version one, with the first entry being the most stable.


Version one
Entry from the Open Molecules 2025 dataset: a 13-piece molecular cluster, H26O13 overall (the ωB97M-V functional and the def2-TZVPD basis).

The geometry in XYZ format:
```
39
Properties=species:S:1:pos:R:3
O 2.71110 1.80422 4.17658
H 3.11395 1.39405 3.41127
H 2.09227 2.43691 3.81192
O 1.25930 4.34144 -0.47748
H 0.86345 4.55253 0.36809
H 1.86531 5.06304 -0.64559
O -2.87072 -1.24517 4.76020
H -2.67489 -1.67713 3.92875
H -2.08460 -1.37708 5.29016
O 3.58158 0.36480 -3.56517
H 2.73931 0.29311 -4.01427
H 4.22001 0.03727 -4.19871
O -0.78029 0.13945 0.45168
H -0.12906 0.71770 0.05449
H -0.28924 -0.36578 1.09964
O 2.07936 -3.29895 -0.36063
H 1.95404 -3.05043 -1.27647
H 3.02920 -3.34932 -0.25345
O -0.09230 2.39124 -4.08181
H 0.59376 2.66432 -4.69090
H 0.19910 2.71720 -3.23031
O -5.02798 0.75888 0.93486
H -5.22332 1.02025 1.83473
H -4.16423 0.34956 0.98595
O -1.75257 -4.16370 1.29778
H -2.36573 -4.10241 0.56531
H -0.88728 -4.12970 0.88989
O 1.93903 -4.46199 4.10317
H 1.91718 -4.31377 3.15776
H 1.59184 -3.65390 4.48087
O -2.92075 -0.70831 -4.64113
H -2.31332 -0.05736 -4.28967
H -3.33060 -1.09619 -3.86795
O -4.29775 3.53434 -2.41742
H -3.61858 3.23002 -3.01935
H -4.29081 2.89525 -1.70486
O 4.31313 0.27128 0.70621
H 3.99459 0.39885 -0.18737
H 5.05649 -0.32455 0.61323
```

Calculated values
Gap between HOMO and LUMO ... 0.3962 hartree
HOMO level ... -11.2 eV
Charge ... 0
Spin multiplicity ... 1


Version two
Entry from the Open Molecules 2025 dataset: H26O13 as an isolated structure (the ωB97M-V functional and the def2-TZVPD basis).

The geometry in XYZ format:
```
39
Properties=species:S:1:pos:R:3
O -1.75583 1.20314 1.70941
H -1.03064 1.19618 1.08470
H -1.61907 1.99659 2.22705
O -2.75755 -0.71729 1.50442
H -2.42934 0.17047 1.64719
H -2.27428 -1.03185 0.74040
O 1.44090 -1.44150 -2.38903
H 1.34494 -0.52086 -2.14525
H 2.36146 -1.64035 -2.21798
O 1.83202 1.43103 0.81393
H 1.89254 2.16411 0.20142
H 2.60934 0.90250 0.63320
O -0.17220 1.79386 0.13255
H 0.75986 1.85582 0.34147
H -0.54893 2.60524 0.47310
O 2.30510 -1.57212 1.18461
H 1.39873 -1.27427 1.10715
H 2.23796 -2.52171 1.28460
O 0.35527 -0.28388 -0.35523
H -0.40800 -0.86142 -0.34572
H 0.48347 -0.04045 0.56157
O -1.38695 -0.29283 -2.24169
H -0.54665 0.15003 -2.12329
H -1.81151 0.18459 -2.95446
O 0.57798 1.66781 2.55747
H 1.06248 1.40069 1.77635
H 1.22295 1.63201 3.26384
O 0.26905 -0.46789 1.92456
H -0.44680 -1.05646 2.16409
H 0.61095 -0.15291 2.76130
O -1.68708 -1.51820 -0.41797
H -1.62479 -0.97809 -1.20577
H -2.42601 -2.10305 -0.58577
O 0.52073 0.96162 -2.12228
H 0.35735 0.69701 -1.21701
H 0.39542 1.91058 -2.12128
O -0.53158 -2.16931 -2.59517
H -0.96466 -1.35819 -2.32917
H 0.38332 -1.92076 -2.72713
```

Calculated values
Gap between HOMO and LUMO ... 0.2606 hartree
HOMO level ... -7.8 eV
Charge ... 0
Spin multiplicity ... 1


Version three
Entry from the Open Molecules 2025 dataset: a 13-piece molecular cluster, H26O13 overall (the ωB97M-V functional and the def2-TZVPD basis).

The geometry in XYZ format:
```
39
Properties=species:S:1:pos:R:3
H -0.15382 0.01697 0.58535
H -0.10889 1.43401 0.03759
H -1.72016 0.64485 -3.24808
H -0.37897 -0.01953 -2.98381
H -1.56492 2.05979 2.44882
H -1.72926 3.21398 1.47368
H 0.97532 0.96680 -1.23810
H 1.56703 0.45385 -2.54072
H -0.55176 -3.31089 -0.62043
H 0.13718 -1.95983 -0.52027
H 1.38655 -2.49533 -2.77020
H 2.54525 -1.86993 -3.52936
H 0.03110 -4.20495 2.11491
H 1.24745 -4.09291 3.01933
H -4.82015 1.29741 1.60103
H -5.60976 0.19609 2.28926
H 2.20736 2.83448 -3.48443
H 3.03574 1.70930 -4.08258
H -2.43806 2.84881 -0.27032
H -1.30151 3.78988 -0.63460
H 1.98944 1.36328 2.04327
H 1.89096 2.71994 2.72138
H 2.78240 -0.45300 1.88800
H 2.36219 -1.66234 1.06888
H -0.12977 -2.54497 2.51894
H -1.60793 -2.31532 2.24996
O -0.51101 0.90009 0.73200
O -1.32598 -0.19832 -2.99771
O -1.26651 2.37636 1.58874
O 0.90328 0.24570 -1.87356
O -0.06967 -2.74747 -0.00469
O 1.62767 -1.71329 -3.27939
O 0.95818 -3.94131 2.11250
O -4.82887 0.75109 2.39504
O 2.25256 2.24655 -4.24685
O -1.47877 2.88406 -0.35701
O 1.35741 2.05337 2.27415
O 3.07175 -1.33661 1.63405
O -0.73303 -2.14064 1.88523
```

Calculated values
Gap between HOMO and LUMO ... 0.3292 hartree
HOMO level ... -8.9 eV
Charge ... 0
Spin multiplicity ... 1


Version four
Entry from the Open Molecules 2025 dataset: a 13-piece molecular cluster, H26O13 overall (the ωB97M-V functional and the def2-TZVPD basis).

The geometry in XYZ format:
```
39
Properties=species:S:1:pos:R:3
O -6.64706 -4.21792 2.48246
H -6.37264 -4.62048 3.31110
H -7.62434 -4.10799 2.60652
O -9.15840 -1.49418 1.59238
H -8.84931 -0.68221 1.15199
H -8.83791 -2.21017 1.02182
O -11.19822 0.46380 -0.10966
H -10.85462 -0.15604 -0.76776
H -11.70179 1.10976 -0.62195
O -8.36472 0.50605 -0.13819
H -7.74568 1.06506 -0.62521
H -8.73694 -0.09399 -0.80384
O -12.26673 0.03512 2.81597
H -12.25871 0.37904 1.91297
H -11.35103 -0.21141 2.97754
O -6.30824 -3.94116 -0.16640
H -5.84163 -3.10125 -0.17564
H -6.43174 -4.14088 0.80654
O -9.06434 -4.48818 -0.23145
H -8.10726 -4.61442 -0.11388
H -9.47383 -5.16652 0.32062
O -9.14999 -3.92605 3.41262
H -10.02336 -4.09381 3.78371
H -9.29960 -3.17620 2.81721
O -11.21816 -2.88180 -0.86342
H -10.80743 -2.22498 -0.28881
H -10.63761 -3.66168 -0.81214
O -10.21907 2.29366 1.67028
H -10.25501 1.78390 0.83989
H -9.47058 1.92656 2.15246
O -9.09155 0.90170 4.17336
H -9.40021 0.50016 4.99242
H -8.64050 0.18667 3.70598
O -6.57548 1.17778 1.77189
H -5.68779 0.81832 1.87666
H -7.09206 0.45640 1.38953
O -9.49226 -1.64760 -1.62701
H -9.94364 -2.32353 -2.14752
H -8.58155 -1.64262 -1.94862
```

Calculated values
Gap between HOMO and LUMO ... 0.3525 hartree
HOMO level ... -9.9 eV
Charge ... 0
Spin multiplicity ... 1


Ordering by calculated energy gives the sequence version four, version one, version three, version two, with the first entry being the most stable.